# 1
The following is a quantum chemistry calculation of a cluster of 2 separate species, C3H9NO2 in total in a non-equilibrium geometry, from OMol25.

For the energy above the lowest of the compared OMol25 structures with the same formula, charge and spin, the calculation gives 148.1 kJ/mol. The largest force on an atom comes out at 0.04966 Eh/bohr. The calculation puts the orbital gap at 10.5 eV. Its LUMO energy is 0.569 eV. Its total charge is 0. Its electronic energy is -324.9162 a.u. The molecular weight is 91.110 g/mol.

Last column: Löwdin charge in e.
CARTESIAN COORDINATES (ANGSTROEM)
C: -1.8420 -1.3336 0.7584  -0.02
C: -2.0459 -0.1196 -0.1372  -0.58
O: -3.0468 0.5524 -0.1549  0.05
N: -0.9077 0.3456 -0.7763  0.15
H: -0.8969 1.2993 -1.0496  0.09
H: -0.0933 -0.2357 -0.8229  0.07
H: -0.9396 -1.9016 0.6101  0.05
H: -2.7141 -1.9921 0.5952  0.08
H: -1.8390 -1.2314 1.8813  0.10
C: 2.1787 1.0508 0.1333  -0.13
O: 2.5820 0.4570 -1.1479  -0.17
H: 3.1810 -0.2734 -0.9062  0.07
H: 1.5667 1.8863 -0.2382  0.08
H: 1.7329 0.1631 0.5699  0.06
H: 3.0840 1.3330 0.6850  0.08

---

# 2
The following is a quantum chemistry calculation of a structure of composition C27H23F3IN2O5PRhS, from OMol25.

For the energy above the lowest of the compared OMol25 structures with the same formula, charge and spin, the calculation gives 2.3 kJ/mol. The largest force on an atom comes out at 0.01913 Eh/bohr. The calculation puts the orbital gap (alpha / beta) at 7.5 / 5.6 eV. Its spin multiplicity is 5. Its LUMO energy (alpha / beta) is -3.333 / -5.639 eV. The expectation value of S² is 6.033. Its total charge is +1. Its electronic energy is -2975.4002 a.u. The molecular weight is 805.335 g/mol.

Last column: Löwdin charge in e.
CARTESIAN COORDINATES (ANGSTROEM)
Rh: -0.0184 1.8667 -0.4923  0.64
C: 4.1695 2.2400 -2.2731  0.01
C: 2.9502 2.1603 -1.4165  -0.25
N: 1.7566 2.1152 -1.8784  -0.06
O: 1.6336 2.1022 -3.2119  0.03
C: 3.0509 2.1210 0.0401  -0.21
C: 4.1444 2.7698 0.8145  0.02
N: 2.0888 1.4859 0.6535  -0.14
O: 2.0646 1.2257 1.8634  -0.03
H: 3.9627 1.7982 -3.2444  0.09
H: 5.0107 1.7296 -1.8088  0.10
H: 4.4431 3.2856 -2.4338  0.11
H: 0.6712 2.1496 -3.3576  0.08
H: 4.9339 3.1399 0.1683  0.09
H: 4.5360 2.0480 1.5364  0.11
H: 3.7408 3.6020 1.3950  0.11
I: -0.8724 2.5917 1.8913  1.26
C: -1.4972 0.9230 3.0615  -0.50
C: -1.9602 1.4049 4.2597  -0.18
C: -2.4691 0.5549 5.2447  -0.05
C: -2.4854 -0.7827 4.9985  -0.02
C: -1.9993 -1.3095 3.7814  -0.14
C: -2.0378 -2.7132 3.6399  -0.01
C: -1.5938 -3.3184 2.5063  -0.04
C: -1.1087 -2.5165 1.4716  -0.10
C: -1.0440 -1.1351 1.5407  -0.27
P: -0.3487 -0.5153 -0.0485  1.05
C: 1.1555 -1.5538 -0.1865  -0.35
C: 1.4297 -2.3499 -1.2979  -0.07
C: 2.5801 -3.1258 -1.3332  -0.06
C: 3.4583 -3.1292 -0.2617  -0.07
C: 3.1852 -2.3486 0.8535  -0.06
C: 2.0475 -1.5610 0.8888  -0.11
C: -1.4515 -1.1703 -1.3399  -0.37
C: -1.0211 -1.0373 -2.6622  -0.14
C: -1.8249 -1.4514 -3.7095  -0.06
C: -3.0799 -1.9824 -3.4485  -0.06
C: -3.5079 -2.1266 -2.1392  -0.05
C: -2.6988 -1.7296 -1.0853  -0.07
C: -1.4879 -0.4646 2.7298  -0.15
H: -1.9305 2.4693 4.4532  0.08
H: -2.8385 0.9639 6.1742  0.12
H: -2.8665 -1.4714 5.7412  0.12
H: -2.4329 -3.2986 4.4603  0.12
H: -1.6145 -4.3938 2.3957  0.12
H: -0.7772 -3.0078 0.5661  0.11
H: 0.7426 -2.3903 -2.1288  0.09
H: 2.7808 -3.7411 -2.2006  0.11
H: 4.3471 -3.7455 -0.2856  0.11
H: 3.8580 -2.3692 1.7013  0.11
H: 1.8371 -0.9613 1.7648  0.09
H: -0.0510 -0.6040 -2.8724  0.10
H: -1.4810 -1.3430 -4.7297  0.12
H: -3.7254 -2.2696 -4.2674  0.11
H: -4.4854 -2.5427 -1.9336  0.11
H: -3.0495 -1.8471 -0.0687  0.11
F: -2.6279 4.8300 -2.6720  0.17
C: -2.4203 4.0593 -1.6231  -0.66
F: -3.3380 4.3061 -0.7032  0.16
F: -1.2050 4.3892 -1.0939  0.05
S: -2.3677 2.2452 -2.0659  0.51
O: -3.4489 1.9634 -2.9377  -0.21
O: -2.3970 1.6241 -0.7388  -0.43
O: -1.0149 2.1417 -2.6451  -0.38

---

# 3
The following is a quantum chemistry calculation of a structure of composition C38H51Ge2MnN3O2SSbSe in a non-equilibrium geometry, from OMol25.

The largest force on an atom comes out at 0.04237 Eh/bohr. The calculation puts the orbital gap (alpha / beta) at 4.8 / 6.6 eV. Its spin multiplicity is 5. Its LUMO energy (alpha / beta) is -7.821 / -6.058 eV. The expectation value of S² is 6.139. Its total charge is +2. Its electronic energy is -10137.5718 a.u. The molecular weight is 1014.790 g/mol.

Last column: Löwdin charge in e.
CARTESIAN COORDINATES (ANGSTROEM)
Mn: -0.1989 1.2014 0.8444  0.33
C: -0.4650 1.3283 6.0675  0.00
N: -1.0104 0.3171 5.2037  -0.10
C: -1.4802 -0.9091 5.5873  0.01
C: -1.9939 -1.5202 4.4985  -0.01
N: -1.8311 -0.6632 3.4238  0.03
C: -1.1879 0.4517 3.8773  -0.58
S: -0.6700 1.8104 3.0097  0.74
C: -2.4696 -0.8053 2.1808  -0.25
C: -3.6726 -1.5077 2.1416  0.03
C: -4.3436 -1.6275 0.9390  0.01
C: -3.7915 -1.0290 -0.1845  -0.01
C: -2.6100 -0.3283 -0.0498  -0.13
N: -1.9424 -0.2083 1.1062  0.08
H: -0.6821 1.0742 7.1024  0.11
H: -0.9122 2.2945 5.8308  0.10
H: 0.6153 1.4042 5.9373  0.10
H: -1.4100 -1.2518 6.5981  0.14
H: -2.4185 -2.4967 4.4012  0.14
H: -4.0911 -1.9174 3.0460  0.12
H: -5.2841 -2.1551 0.8818  0.13
H: -4.2819 -1.0841 -1.1422  0.12
H: -2.1762 0.1762 -0.9044  0.10
C: 6.5503 3.4444 1.1623  -0.20
Ge: 4.5866 3.6403 1.3601  0.85
C: 4.1059 4.0845 3.2333  -0.22
C: 3.6867 4.8235 0.0532  -0.20
C: 3.9372 1.7600 0.8607  -0.50
Se: 2.1523 1.1712 1.2720  0.97
C: 2.4844 0.8787 3.1838  -0.34
H: 7.0398 4.4006 1.3231  0.02
H: 6.8184 3.0885 0.1718  0.02
H: 6.9352 2.7441 1.8997  0.02
H: 4.5293 5.0579 3.4679  0.02
H: 4.5258 3.3643 3.9304  0.02
H: 3.0300 4.1434 3.3771  0.01
H: 3.9096 5.8672 0.2547  0.02
H: 2.6089 4.6841 0.1029  0.00
H: 4.0158 4.5930 -0.9559  0.02
H: 4.5920 1.0102 1.3118  0.03
H: 4.0110 1.6978 -0.2232  0.01
H: 2.3545 1.8031 3.7401  0.01
H: 3.4991 0.5111 3.3223  0.05
H: 1.7750 0.1338 3.5376  0.00
O: 2.1038 1.2949 -1.2911  -0.05
C: 1.0007 1.0139 -1.7480  -0.62
O: -0.0432 0.9249 -1.0017  -0.25
C: 0.7992 0.7618 -3.2231  -0.14
C: -0.4315 -0.0902 -3.4790  -0.24
Ge: -0.2879 -1.9447 -2.6802  1.08
C: -0.1288 -2.1978 -0.7032  -0.26
C: -1.0924 -2.9496 -0.0376  -0.11
C: -0.9632 -3.2533 1.3078  -0.09
C: 0.1359 -2.7993 2.0192  -0.09
C: 1.1098 -2.0591 1.3675  -0.10
C: 0.9793 -1.7653 0.0147  -0.15
C: -1.8597 -3.0215 -3.2288  -0.29
C: -1.7767 -4.4030 -3.1065  -0.11
C: -2.8259 -5.2089 -3.5071  -0.07
C: -3.9742 -4.6304 -4.0221  -0.07
C: -4.0700 -3.2543 -4.1308  -0.09
C: -3.0035 -2.4515 -3.7640  -0.13
C: 1.1920 -2.8947 -3.5945  -0.28
C: 1.1804 -2.9023 -4.9848  -0.11
C: 2.1575 -3.5816 -5.6878  -0.07
C: 3.1349 -4.2837 -5.0020  -0.07
C: 3.1401 -4.2950 -3.6162  -0.08
C: 2.1622 -3.6124 -2.9121  -0.11
H: 1.7057 0.2887 -3.6070  0.13
H: 0.7069 1.7413 -3.7070  0.14
H: -0.5549 -0.2227 -4.5541  0.08
H: -1.3175 0.4276 -3.1101  0.05
H: -1.9490 -3.3217 -0.5839  0.10
H: -1.7041 -3.8727 1.7952  0.11
H: 0.2534 -3.0469 3.0655  0.11
H: 2.0202 -1.7869 1.8891  0.10
H: 1.7856 -1.2536 -0.4987  0.10
H: -0.8766 -4.8429 -2.6959  0.11
H: -2.7370 -6.2820 -3.4349  0.11
H: -4.7907 -5.2534 -4.3500  0.11
H: -4.9676 -2.7958 -4.5163  0.11
H: -3.0632 -1.3797 -3.9001  0.09
H: 0.3949 -2.3845 -5.5200  0.10
H: 2.1446 -3.5717 -6.7671  0.11
H: 3.8791 -4.8430 -5.5487  0.11
H: 3.9012 -4.8401 -3.0800  0.11
H: 2.1574 -3.6359 -1.8296  0.09
C: -1.6758 5.3880 0.9433  -0.26
Sb: -1.7508 3.3798 0.1767  1.38
C: -2.5131 3.7633 -1.8001  -0.25
C: -3.6456 2.9883 1.1346  -0.28
H: -2.6276 5.8533 0.7107  0.02
H: -0.8726 5.9618 0.4937  0.01
H: -1.5438 5.3564 2.0215  0.01
H: -3.5174 4.1639 -1.7138  0.02
H: -2.5380 2.8528 -2.3911  0.00
H: -1.8816 4.4917 -2.2971  0.02
H: -4.3400 3.7661 0.8326  0.02
H: -3.5113 3.0365 2.2125  0.00
H: -4.0503 2.0176 0.8622  0.00

---

# 4
The following is a quantum chemistry calculation of the molecule C7H12, from OMol25.

For the energy above the lowest of the compared OMol25 structures with the same formula, charge and spin, the calculation gives 112.8 kJ/mol. The largest force on an atom comes out at 0.01027 Eh/bohr. The calculation puts the orbital gap at 10.6 eV. Its LUMO energy is 1.113 eV. Its total charge is 0. Its electronic energy is -273.8656 a.u. The molecular weight is 96.173 g/mol.

Last column: Löwdin charge in e.
CARTESIAN COORDINATES (ANGSTROEM)
C: 1.0463 -0.2957 -1.9563  -0.07
C: 0.0432 0.6131 -1.2665  -0.24
C: -1.1218 0.4838 -0.2701  -0.20
C: -1.4873 -0.4085 0.9054  -0.17
C: -0.1836 -1.0153 1.4119  -0.18
C: 0.8672 0.0819 1.0916  -0.15
C: 0.1936 1.0897 0.1452  -0.23
H: 0.6437 -0.7080 -2.8876  0.07
H: 1.9162 0.3191 -2.2339  0.08
H: 1.4182 -1.1251 -1.3495  0.06
H: -0.2483 1.4035 -1.9602  0.13
H: -1.9326 1.1451 -0.5676  0.13
H: -1.7853 0.3515 1.6486  0.12
H: -2.3269 -1.0998 0.7935  0.10
H: -0.2331 -1.2310 2.4852  0.10
H: 0.0348 -1.9619 0.9047  0.10
H: 1.7647 -0.3599 0.6430  0.10
H: 1.1948 0.5916 2.0008  0.10
H: 0.1962 2.1259 0.4619  0.13

---

# 5
The following is a quantum chemistry calculation of a structure of composition C17H27NO5SZn in a non-equilibrium geometry, from OMol25.

The largest force on an atom comes out at 0.10624 Eh/bohr. The calculation puts the orbital gap at 1.7 eV. Its LUMO energy is -11.886 eV. Its total charge is +2. Its electronic energy is -3271.0908 a.u. The molecular weight is 422.862 g/mol.

Last column: Löwdin charge in e.
CARTESIAN COORDINATES (ANGSTROEM)
C: -2.3480 -2.2345 -0.0107  0.16
C: -1.1466 -1.4345 0.0547  -0.04
C: -0.9607 0.0211 -0.5824  -0.07
C: 0.1356 0.0965 -1.7516  -0.26
C: 1.6989 0.1179 -1.3648  -0.13
C: 2.0954 -0.8708 -0.1559  -0.18
C: 1.8756 -0.2596 1.3071  -0.21
C: 2.4190 -1.1776 2.5076  -0.19
C: 1.6383 -2.5713 2.6882  -0.19
C: 0.4928 -2.5624 3.8136  -0.15
C: -0.4847 -1.2939 3.7733  -0.23
O: 0.0775 -0.0890 4.3552  -0.22
C: -0.9982 0.6934 4.9177  -0.12
C: -0.2273 -1.0955 -2.8041  -0.31
O: 0.3521 -2.1643 -3.0220  0.18
O: -1.3985 -0.5197 -3.4473  0.02
C: -1.4384 0.9424 -3.5029  -0.31
O: -1.8066 1.5626 -4.7565  -0.11
N: -2.9346 2.3445 -4.4874  -0.01
O: -3.8918 1.7151 -4.8229  0.15
C: 0.0066 1.2951 -2.8503  -0.53
S: 1.1140 1.2129 -4.3523  0.96
C: 0.2413 2.8018 -2.3146  0.04
C: -0.3044 3.9640 -3.0376  -0.21
H: -2.2840 -3.2364 -0.5769  0.13
H: -3.3292 -1.9364 0.5227  0.13
H: -0.2713 -1.8868 0.6623  0.10
H: -2.0162 0.3613 -0.9112  0.13
H: -0.6431 0.8013 0.2153  0.14
H: 2.0593 1.1697 -1.0481  0.12
H: 2.3883 -0.1739 -2.2476  0.13
H: 1.5882 -1.8887 -0.3293  0.11
H: 3.2287 -1.0785 -0.2693  0.14
H: 2.4800 0.7286 1.3484  0.13
H: 0.7979 0.0235 1.5605  0.08
H: 3.5243 -1.4183 2.2816  0.12
H: 2.4212 -0.5831 3.4848  0.12
H: 1.2550 -2.9882 1.6771  0.10
H: 2.4296 -3.3381 3.0429  0.12
H: -0.1714 -3.4923 3.6249  0.12
H: 0.9268 -2.7065 4.8694  0.14
H: -1.4138 -1.5770 4.4043  0.13
H: -0.8454 -1.0119 2.7131  0.10
H: -0.6207 1.6732 5.3901  0.11
H: -1.5692 0.1364 5.7349  0.10
H: -1.7648 1.0222 4.1106  0.10
H: -2.2885 1.2978 -2.8026  0.16
H: 0.6189 2.0302 -5.3587  -0.05
H: 0.8681 3.0497 -1.3851  0.15
H: -1.4095 4.2341 -2.9004  0.06
H: 0.4562 4.5773 -3.6921  -0.02
Zn: -0.6225 5.7167 -4.2756  1.06

---

# 6
The following is a quantum chemistry calculation of the molecule C5H10S in a non-equilibrium geometry, from OMol25.

For the energy above the lowest of the compared OMol25 structures with the same formula, charge and spin, the calculation gives 202.4 kJ/mol. The largest force on an atom comes out at 0.10522 Eh/bohr. The calculation puts the orbital gap at 9.5 eV. Its LUMO energy is 0.850 eV. Its total charge is 0. Its electronic energy is -594.6180 a.u. The molecular weight is 102.202 g/mol.

Last column: Löwdin charge in e.
CARTESIAN COORDINATES (ANGSTROEM)
C: -0.5103 -0.4173 1.9422  -0.12
C: 0.5732 0.3160 1.1721  -0.29
C: 0.5604 -0.3835 -0.1604  -0.38
C: 1.0508 0.1784 -1.4836  -0.12
C: -0.4398 -0.1815 -1.2690  -0.61
H: -0.5333 -1.4298 1.7023  0.03
H: -1.4416 -0.0444 1.2230  0.09
H: -0.6385 -0.1503 3.0587  0.10
H: 0.5167 1.4205 1.0575  0.11
H: 1.5590 0.1138 1.6961  0.12
H: 0.7366 -1.4741 0.1084  0.15
H: 1.5930 -0.4825 -2.1062  0.07
H: 1.3203 1.2143 -1.7387  0.10
H: -0.8537 -1.0204 -1.8759  0.12
H: -2.0005 1.1080 -2.2699  -0.15
S: -1.4922 1.2327 -1.0566  0.76